# 1
{"formula": "C19H28ClNO6", "method": "ωB97M-V/def2-TZVPD", "species": ["C", "O", "C", "C", "O", "C", "O", "N", "C", "O", "C", "Cl", "C", "C", "C", "C", "O", "C", "C", "C", "O", "C", "C", "C", "C", "C", "C", "H", "H", "H", "H", "H", "H", "H", "H", "H", "H", "H", "H", "H", "H", "H", "H", "H", "H", "H", "H", "H", "H", "H", "H", "H", "H", "H", "H"], "xyz": [[-2.662, -0.584, 2.721], [-2.093, -1.186, 1.474], [-1.425, -0.521, 0.585], [-1.850, -1.087, -0.759], [-3.309, -1.190, -0.938], [-3.996, -0.179, -0.928], [-3.630, 1.146, -1.013], [-5.128, -0.467, -1.027], [-6.342, 0.259, -0.865], [-7.371, -0.258, -1.099], [-6.201, 1.882, -0.541], [-5.686, 1.755, 1.216], [-1.270, -2.495, -0.898], [0.311, -2.250, -1.044], [0.612, -1.831, 0.401], [1.012, -2.958, 1.460], [1.999, -2.279, 0.813], [0.036, -0.480, 1.028], [0.821, 0.668, 0.525], [0.780, 1.291, -0.724], [0.827, 1.608, 1.568], [1.966, 0.870, 1.600], [3.308, 1.433, 1.005], [3.956, 0.650, 0.062], [5.039, 1.222, -0.923], [5.354, 2.595, -0.800], [5.552, 0.226, -1.634], [-1.733, -0.201, 3.236], [-3.300, 0.166, 2.454], [-3.160, -1.374, 3.340], [-1.773, 0.384, 0.535], [-1.579, -0.199, -1.310], [-5.261, -1.331, -1.263], [-5.575, 2.370, -0.941], [-7.150, 2.373, -0.523], [-1.704, -2.935, -0.235], [-1.376, -2.785, -1.903], [0.799, -3.213, -0.868], [0.714, -1.497, -1.611], [0.702, -2.558, 2.539], [0.886, -3.852, 1.050], [0.051, -0.599, 1.916], [1.184, 0.445, -1.482], [-0.319, 1.374, -1.016], [1.320, 2.401, -0.746], [2.259, 0.266, 2.187], [2.924, 2.509, 0.598], [3.960, 1.793, 1.871], [3.738, -0.175, -0.021], [6.132, 2.671, -1.737], [5.631, 2.969, 0.211], [4.550, 3.316, -1.136], [6.686, 0.332, -1.862], [5.547, 0.527, -2.846], [5.240, -1.019, -1.704]], "lowdin_charge": [0.0490, -0.1074, -0.3612, -0.1315, 0.1679, -0.6353, -0.0522, 0.2141, -0.3734, 0.1453, -0.3107, 0.5783, -0.0111, -0.0084, -0.2289, -0.0894, -0.0571, -0.0657, -0.4176, 0.0116, 0.0414, -0.1637, -0.1671, -0.0125, -0.4024, -0.0889, -0.1858, 0.1108, 0.0270, 0.1096, 0.0985, 0.1416, 0.1252, -0.0741, 0.0757, 0.0327, 0.1105, 0.1244, 0.0808, 0.1700, 0.0615, 0.0401, 0.1365, 0.1039, 0.1685, 0.0454, 0.1504, 0.1397, -0.0443, 0.1340, 0.0963, 0.0968, 0.0951, 0.1283, 0.1776], "largest_force_ev_per_a": 18.837, "smiles": "CO[C@@H]1[C@H](OC(=O)NC(=O)CCl)CC[C@]2(CO2)[C@H]1[C@@]1(C)O[C@@H]1CC=C(C)C", "e_tot_ev": -46434.90756, "gap_ev": 7.88, "e_homo_ev": -7.29, "lumo_energy_ev": 0.6}

# 2
{"formula": "C20H31N4O4STa", "method": "ωB97M-V/def2-TZVPD", "species": ["Ta", "C", "N", "C", "C", "O", "C", "O", "C", "C", "O", "N", "C", "C", "H", "H", "H", "H", "H", "H", "H", "H", "H", "H", "H", "H", "H", "H", "H", "H", "C", "C", "N", "C", "C", "C", "S", "N", "C", "O", "C", "C", "C", "C", "C", "C", "H", "H", "H", "H", "H", "H", "H", "H", "H", "H", "H", "H", "H", "H", "H"], "xyz": [[-0.437, -0.278, 0.739], [1.628, -2.936, 4.862], [1.812, -2.337, 3.565], [3.233, -2.344, 2.925], [0.934, -1.573, 2.982], [1.080, -1.018, 1.796], [-0.334, -1.194, 3.702], [-1.236, -0.709, 2.626], [-2.677, -0.740, 2.706], [-3.153, -0.960, 1.318], [-2.354, -0.643, 0.314], [-4.329, -1.522, 1.110], [-5.364, -1.847, 2.069], [-4.695, -1.897, -0.277], [0.847, -3.740, 4.765], [1.315, -2.149, 5.570], [2.564, -3.435, 5.101], [4.018, -2.676, 3.638], [3.457, -1.334, 2.637], [3.248, -3.061, 2.105], [-0.184, -0.433, 4.487], [-0.823, -2.000, 4.209], [-2.972, 0.194, 3.115], [-3.018, -1.581, 3.341], [-5.182, -2.855, 2.490], [-6.309, -1.803, 1.509], [-5.367, -1.099, 2.876], [-5.475, -2.699, -0.236], [-3.866, -2.367, -0.837], [-5.139, -1.088, -0.846], [0.998, 4.408, -3.215], [2.122, 3.682, -2.427], [1.756, 3.255, -1.057], [1.983, 4.259, 0.020], [3.281, 4.042, 0.785], [1.021, 2.152, -0.912], [0.336, 1.955, 0.773], [0.756, 1.423, -1.989], [0.460, 0.153, -2.003], [0.471, -0.643, -0.933], [0.354, -0.477, -3.237], [0.800, 0.129, -4.427], [0.879, -0.612, -5.592], [0.525, -1.951, -5.664], [-0.027, -2.533, -4.523], [-0.099, -1.807, -3.318], [1.339, 4.979, -4.032], [0.415, 5.092, -2.565], [0.258, 3.671, -3.564], [3.028, 4.269, -2.113], [2.469, 2.781, -2.991], [1.101, 4.081, 0.697], [1.849, 5.235, -0.466], [4.136, 4.470, 0.293], [3.395, 2.965, 1.001], [3.161, 4.449, 1.773], [1.082, 1.186, -4.495], [1.200, -0.143, -6.542], [0.619, -2.511, -6.585], [-0.387, -3.550, -4.580], [-0.503, -2.287, -2.470]], "lowdin_charge": [1.8135, 0.0365, -0.0431, 0.1005, -0.3116, -0.1396, 0.0372, -0.2814, -0.0090, -0.2948, -0.1221, -0.0644, 0.0383, 0.0412, 0.1465, 0.1307, 0.1211, 0.1308, 0.0971, 0.1185, 0.1883, 0.1477, 0.1667, 0.1771, 0.1450, 0.1333, 0.1236, 0.1366, 0.1162, 0.1282, -0.0189, -0.1397, -0.0859, -0.1975, -0.0309, -0.5213, 0.8105, 0.1657, -0.3685, -0.1520, -0.1653, 0.0337, -0.0185, 0.0176, -0.0032, 0.0168, 0.0788, 0.0966, 0.0771, 0.1502, 0.1323, 0.0636, 0.1503, 0.0942, 0.0840, 0.0905, 0.1259, 0.1460, 0.1400, 0.1251, 0.0942], "largest_force_ev_per_a": 4.478, "e_tot_ev": -47740.01542, "gap_ev": [4.91, 4.91], "total_charge": 4, "e_homo_ev": [-19.22, -19.22], "lumo_energy_ev": [-14.3, -14.3]}

# 3
{"formula": "C6H10N3S", "method": "ωB97M-V/def2-TZVPD", "species": ["C", "C", "C", "C", "C", "C", "N", "N", "N", "S", "H", "H", "H", "H", "H", "H", "H", "H", "H", "H"], "xyz": [[2.329, -0.787, -0.087], [1.921, 0.508, -0.024], [-1.182, 0.929, -1.995], [-1.030, 0.624, -0.721], [1.560, -2.064, -0.136], [-0.325, 1.366, 0.277], [3.678, -0.737, -0.062], [4.313, 0.363, -0.153], [-0.411, 0.877, 1.630], [3.238, 1.564, -0.119], [-1.677, 0.280, -2.664], [-0.626, 1.739, -2.523], [-1.491, -0.326, -0.229], [1.676, -2.495, 0.965], [0.458, -1.953, -0.462], [2.134, -2.856, -0.859], [-0.253, 2.484, 0.308], [-1.368, 1.288, 2.120], [0.543, 1.139, 2.156], [-0.569, -0.091, 1.537]], "lowdin_charge": [-0.4904, -0.3248, 0.0778, -0.2149, -0.0539, -0.1453, -0.0615, -0.3189, 0.1285, 0.9804, 0.0669, 0.1111, 0.1471, 0.1180, 0.0795, 0.1421, 0.1539, 0.2608, 0.2344, 0.1093], "largest_force_ev_per_a": 4.170, "e_tot_ev": -21676.34257, "gap_ev": [7.31, 7.28], "total_charge": 1, "e_homo_ev": [-12.71, -12.66], "lumo_energy_ev": [-5.4, -5.4]}

# 4
{"formula": "C18H47NO4Si2Sr", "method": "ωB97M-V/def2-TZVPD", "species": ["O", "O", "C", "C", "H", "H", "H", "H", "H", "C", "C", "H", "H", "H", "H", "H", "C", "C", "C", "H", "H", "H", "H", "H", "C", "H", "H", "H", "H", "H", "H", "Sr", "C", "Si", "H", "H", "C", "C", "C", "C", "Si", "H", "H", "C", "C", "C", "H", "H", "H", "H", "H", "H", "H", "H", "H", "H", "H", "H", "H", "H", "H", "H", "H", "H", "N", "C", "C", "O", "O", "H", "H", "H", "H"], "xyz": [[-0.812, -1.624, -1.329], [-2.603, -0.354, -5.516], [0.235, -2.307, -2.072], [0.812, -3.517, -1.358], [1.026, -1.563, -2.222], [-0.183, -2.591, -3.053], [1.193, -3.281, -0.350], [1.659, -3.901, -1.939], [0.083, -4.335, -1.271], [-1.973, -2.443, -0.965], [-2.600, -3.091, -2.172], [-2.660, -1.747, -0.464], [-1.652, -3.185, -0.214], [-2.761, -2.352, -2.965], [-3.567, -3.527, -1.903], [-1.965, -3.888, -2.573], [-3.685, 0.588, -5.691], [-2.558, -1.406, -6.502], [-4.865, 0.335, -4.771], [-4.037, 0.563, -6.736], [-3.242, 1.575, -5.478], [-5.347, -0.625, -4.990], [-5.605, 1.120, -4.940], [-4.576, 0.364, -3.718], [-3.798, -2.278, -6.603], [-1.683, -2.010, -6.214], [-2.362, -0.951, -7.489], [-4.134, -2.666, -5.638], [-3.555, -3.135, -7.233], [-4.624, -1.750, -7.091], [-1.001, 0.612, -4.437], [0.142, 0.232, -0.038], [-0.383, 1.546, -4.421], [0.540, 2.029, -5.998], [-1.084, 2.377, -4.207], [0.323, 1.513, -3.574], [1.407, 0.503, -6.672], [1.826, 3.383, -5.667], [-0.564, 2.699, -7.384], [2.573, -0.165, -0.989], [3.548, 0.956, 0.124], [2.639, 0.031, -2.076], [2.857, -1.228, -0.851], [4.244, 2.418, -0.837], [5.045, 0.100, 0.893], [2.468, 1.584, 1.543], [0.008, 2.890, -8.305], [-1.041, 3.650, -7.105], [-1.363, 1.989, -7.643], [2.228, 0.197, -6.009], [1.828, 0.666, -7.674], [0.694, -0.331, -6.739], [2.375, 3.189, -4.736], [1.355, 4.372, -5.573], [2.572, 3.462, -6.474], [5.439, -0.684, 0.229], [4.798, -0.360, 1.860], [5.858, 0.824, 1.064], [1.909, 0.799, 2.087], [1.775, 2.388, 1.235], [3.128, 2.035, 2.297], [5.097, 2.851, -0.292], [3.498, 3.210, -0.983], [4.611, 2.106, -1.825], [-1.790, 0.159, 1.927], [-1.492, -0.968, 2.846], [0.018, -0.949, 3.011], [0.462, -0.687, 4.122], [0.636, -1.150, 1.878], [-1.806, 1.013, 2.494], [-2.752, 0.059, 1.602], [-1.965, -0.847, 3.824], [-1.760, -1.924, 2.377]], "lowdin_charge": [-0.3704, -0.2227, -0.2657, -0.0642, 0.0649, 0.1154, 0.0893, 0.0900, 0.0715, -0.2363, -0.0707, 0.1135, 0.1231, 0.0798, 0.0868, 0.0769, -0.2658, -0.2618, -0.0760, 0.1196, 0.1099, 0.0649, 0.0771, 0.0743, -0.0875, 0.1187, 0.1179, 0.0738, 0.0775, 0.0740, 0.0247, 1.4734, -0.1796, 0.4679, 0.0292, 0.0145, -0.1891, -0.1882, -0.1914, -0.4243, 0.3412, -0.0516, -0.0334, -0.2014, -0.1946, -0.2315, 0.0334, 0.0275, 0.0156, 0.0314, 0.0311, 0.0179, 0.0222, 0.0268, 0.0335, 0.0255, 0.0279, 0.0201, 0.0035, 0.0168, 0.0397, 0.0223, 0.0164, 0.0268, -0.0708, -0.1861, -0.6975, 0.0314, -0.2689, 0.0917, 0.0704, 0.1147, 0.1131], "largest_force_ev_per_a": 1.512, "e_tot_ev": -45701.36189, "gap_ev": 6.02, "e_homo_ev": -6.58, "lumo_energy_ev": -0.6}